No. 1
The following is a quantum chemistry calculation of a structure of composition C19H20MnN4O3S2 at a distorted geometry, from OMol25.

Properties
* expectation value of S²: 6.34
* gap between HOMO and LUMO (spin up / spin down): 0.239 / 0.316 hartree
* E_HOMO (spin up / spin down): -0.4227 / -0.4434 Eh

Structure (ORCA input):
```
! RIJCOSX wB97M-V def2-TZVPD def2/J DEFGRID3
* xyz 1 5
Mn 0.57 0.23 -0.61
C -0.62 0.62 2.28
C -0.87 2.04 1.77
C -1.66 2.07 0.48
C -2.97 2.51 0.48
C -3.67 2.63 -0.71
C -2.99 2.32 -1.88
C -1.68 1.87 -1.81
N -1.03 1.71 -0.65
N 0.49 -0.05 1.57
C 0.36 -1.51 1.73
C -0.70 -2.07 0.82
C -1.57 -3.06 1.23
C -2.51 -3.55 0.33
C -2.55 -3.00 -0.94
C -1.65 -2.00 -1.28
N -0.74 -1.54 -0.41
C 1.77 0.38 2.16
C 2.92 0.09 1.23
C 4.19 -0.18 1.71
C 5.23 -0.36 0.82
C 4.96 -0.26 -0.54
C 3.66 0.00 -0.94
N 2.65 0.16 -0.09
H -1.53 0.03 2.15
H -0.39 0.65 3.36
H 0.08 2.56 1.59
H -1.43 2.59 2.53
H -3.44 2.78 1.42
H -4.69 2.97 -0.73
H -3.46 2.42 -2.85
H -1.15 1.67 -2.73
H 0.15 -1.76 2.78
H 1.32 -1.98 1.45
H -1.50 -3.47 2.23
H -3.18 -4.34 0.62
H -3.27 -3.34 -1.67
H -1.66 -1.54 -2.26
H 1.93 -0.10 3.14
H 1.75 1.46 2.33
H 4.36 -0.25 2.78
H 6.23 -0.57 1.17
H 5.74 -0.38 -1.27
H 3.41 0.08 -1.99
O -0.37 1.76 -4.52
S -0.35 0.33 -4.40
O -1.51 -0.27 -3.77
O 0.31 -0.44 -5.41
S 1.03 0.09 -2.70
*
```


No. 2
The following is a quantum chemistry calculation of a cluster of 14 separate species, C45H113N5O14 in total at a distorted geometry, from OMol25.

Properties
* gap between HOMO and LUMO: 0.283 hartree
* E_HOMO: -0.2916 Eh

Structure (ORCA input):
```
! RIJCOSX wB97M-V def2-TZVPD def2/J DEFGRID3
* xyz 0 1
O -2.62 8.82 0.71
H -2.79 9.30 1.52
H -3.46 8.80 0.26
O -2.07 6.30 -0.48
H -2.87 5.94 -0.86
H -2.37 7.06 0.02
O -5.24 9.10 -0.95
H -5.07 10.03 -1.12
H -5.97 8.88 -1.52
O -1.28 5.84 2.40
H -1.50 5.31 3.17
H -0.50 6.33 2.67
O -2.67 3.29 -0.01
H -2.88 3.12 0.90
H -3.51 3.38 -0.45
O -2.53 4.04 4.53
H -3.14 3.57 3.95
H -2.84 3.83 5.41
O -4.62 5.84 -1.20
H -5.28 6.45 -1.53
H -5.04 5.40 -0.46
O -3.84 9.92 2.76
H -4.10 10.84 2.83
H -3.79 9.61 3.67
O -3.80 1.96 2.88
H -3.13 1.38 3.24
H -4.58 1.40 2.82
C -12.53 8.12 1.19
C -11.80 9.48 1.62
C -11.17 9.20 3.04
C -10.12 10.23 3.57
C -8.96 10.37 2.59
C -9.48 10.65 1.12
N -10.65 9.85 0.72
O -10.97 9.95 -0.66
C -9.82 12.15 0.97
C -8.24 10.49 0.15
C -12.88 10.61 1.68
H -13.54 8.00 1.57
H -11.81 7.33 1.39
H -12.74 8.23 0.12
H -12.02 9.27 3.72
H -10.79 8.19 3.15
H -9.67 10.04 4.55
H -10.58 11.21 3.75
H -8.34 9.49 2.77
H -8.56 11.33 2.95
H -9.00 12.80 1.27
H -10.07 12.39 -0.07
H -10.62 12.37 1.67
H -8.02 9.45 -0.08
H -8.41 10.94 -0.83
H -7.33 10.95 0.52
H -13.81 10.18 2.04
H -13.02 10.92 0.65
H -12.53 11.45 2.28
H -11.40 10.80 -0.61
C -9.26 -0.30 -4.87
C -9.07 -1.13 -3.60
C -7.83 -0.51 -2.94
C -8.06 0.85 -2.22
C -9.20 0.63 -1.14
C -10.47 -0.02 -1.72
N -10.26 -1.07 -2.71
O -11.41 -1.57 -3.26
C -11.15 -0.64 -0.52
C -11.40 1.04 -2.38
C -8.83 -2.57 -4.03
H -9.57 0.71 -4.60
H -10.11 -0.61 -5.47
H -8.37 -0.32 -5.51
H -7.29 -1.15 -2.25
H -7.11 -0.36 -3.74
H -8.35 1.58 -2.97
H -7.13 0.98 -1.66
H -9.28 1.65 -0.76
H -8.74 -0.03 -0.41
H -12.10 -1.15 -0.70
H -10.56 -1.44 -0.06
H -11.11 0.16 0.22
H -11.36 1.17 -3.46
H -12.41 0.85 -2.02
H -11.14 2.03 -2.00
H -7.93 -2.65 -4.65
H -9.66 -3.00 -4.58
H -8.63 -3.29 -3.24
H -11.38 -2.42 -2.83
C -4.68 6.38 2.25
C -6.10 5.80 2.09
C -6.90 7.16 2.01
C -8.30 7.00 1.59
C -8.44 6.00 0.44
C -7.64 4.67 0.49
N -6.28 4.95 0.90
O -5.39 3.89 0.89
C -8.37 3.57 1.25
C -7.51 4.26 -1.02
C -6.41 5.09 3.40
H -4.52 7.01 3.13
H -4.40 7.01 1.41
H -3.98 5.55 2.25
H -6.86 7.79 2.89
H -6.43 7.79 1.25
H -8.63 7.97 1.21
H -9.01 6.77 2.39
H -8.10 6.65 -0.37
H -9.46 5.70 0.22
H -8.56 3.69 2.31
H -9.34 3.34 0.80
H -7.79 2.66 1.15
H -8.49 4.12 -1.49
H -7.26 5.05 -1.72
H -6.93 3.35 -1.20
H -7.45 4.78 3.55
H -6.01 5.42 4.36
H -5.97 4.10 3.30
H -5.70 3.30 1.57
C -9.31 0.73 8.53
C -9.24 0.28 7.06
C -10.30 -0.87 6.96
C -10.57 -1.21 5.46
C -11.03 0.04 4.66
C -10.03 1.17 4.67
N -9.53 1.35 6.05
O -8.83 2.52 6.18
C -8.83 0.86 3.73
C -10.86 2.36 4.08
C -7.85 -0.37 6.81
H -9.30 -0.06 9.27
H -8.56 1.45 8.85
H -10.31 1.18 8.60
H -9.81 -1.81 7.20
H -11.26 -0.74 7.46
H -9.77 -1.67 4.88
H -11.42 -1.89 5.43
H -11.94 0.24 5.22
H -11.26 -0.28 3.64
H -9.16 0.55 2.74
H -8.16 0.12 4.15
H -8.13 1.70 3.77
H -11.40 2.08 3.18
H -10.19 3.20 3.87
H -11.56 2.74 4.83
H -7.62 -1.09 7.59
H -7.69 -0.96 5.91
H -6.95 0.25 6.76
H -7.94 2.23 5.94
C -16.22 1.56 0.79
C -15.15 1.59 -0.36
C -15.73 2.22 -1.67
C -15.79 3.76 -1.53
C -14.42 4.36 -1.20
C -13.71 3.67 0.01
N -13.85 2.22 -0.02
O -13.29 1.55 0.98
C -12.23 4.15 -0.07
C -14.22 4.23 1.34
C -14.93 0.08 -0.79
H -16.97 0.78 0.68
H -16.83 2.45 0.92
H -15.81 1.35 1.78
H -15.16 1.88 -2.53
H -16.69 1.74 -1.88
H -16.49 4.03 -0.74
H -16.20 4.20 -2.44
H -14.65 5.41 -1.02
H -13.75 4.20 -2.05
H -11.73 3.65 0.77
H -11.65 3.91 -0.96
H -12.15 5.22 0.11
H -13.95 3.58 2.18
H -13.94 5.23 1.65
H -15.30 4.24 1.22
H -15.81 -0.21 -1.36
H -15.00 -0.61 0.05
H -14.04 -0.23 -1.33
H -12.87 0.82 0.52
*
```


No. 3
The following is a quantum chemistry calculation of an isolated molecule of C4HNO at a distorted geometry, from OMol25.

Properties
* gap between HOMO and LUMO: 0.356 hartree
* E_HOMO: -0.4068 Eh

Structure (ORCA input):
```
! RIJCOSX wB97M-V def2-TZVPD def2/J DEFGRID3
* xyz 0 1
O 0.60 1.60 1.17
C 0.93 0.50 0.84
C 0.14 -0.42 0.03
C -0.42 -1.31 -0.65
C -1.50 -0.33 -0.73
N -2.41 0.39 -0.84
H 1.88 0.01 1.11
*
```


No. 4
The following is a quantum chemistry calculation of an isolated molecule of C5H15N3 at a distorted geometry, from OMol25.

Properties
* SMILES: CNC[C@H](N)CCN
* gap between HOMO and LUMO: 0.358 hartree
* E_HOMO: -0.3207 Eh

Structure (ORCA input):
```
! RIJCOSX wB97M-V def2-TZVPD def2/J DEFGRID3
* xyz 0 1
C -0.05 0.45 1.13
N 0.09 -0.36 2.32
C -0.78 0.14 3.40
C 0.85 0.05 -0.06
C 0.19 -1.03 -0.93
C -0.89 -0.47 -1.89
N -0.42 -0.27 -3.27
N 1.29 1.24 -0.80
H -1.10 0.51 0.81
H 0.10 1.47 1.54
H -0.19 -1.34 2.20
H -1.84 0.09 3.17
H -0.57 -0.32 4.36
H -0.55 1.20 3.59
H 1.76 -0.41 0.46
H -0.17 -1.81 -0.24
H 0.91 -1.53 -1.60
H -1.18 0.50 -1.43
H -1.67 -1.22 -1.83
H -1.22 -0.48 -3.84
H 0.15 0.55 -3.32
H 2.20 1.55 -0.48
H 0.67 2.03 -0.64
*
```


No. 5
The following is a quantum chemistry calculation of a structure of composition C22H36HgO2P2 at a distorted geometry, from OMol25.

Properties
* gap between HOMO and LUMO: 0.133 hartree
* E_HOMO: -0.1609 Eh

Structure (ORCA input):
```
! RIJCOSX wB97M-V def2-TZVPD def2/J DEFGRID3
* xyz 0 1
P 0.17 -2.36 -3.37
P 0.22 1.63 -2.92
C -0.16 -0.89 -4.41
C 0.70 0.38 -4.19
H -1.24 -0.65 -4.43
H 0.08 -1.26 -5.43
H 1.78 0.14 -4.07
H 0.64 0.96 -5.13
C -1.10 2.46 -3.87
H -1.59 3.22 -3.25
H -1.84 1.73 -4.23
H -0.62 2.93 -4.74
C 1.55 2.86 -2.86
H 1.41 3.56 -3.70
H 2.54 2.37 -2.97
H 1.51 3.41 -1.91
C -0.98 -3.68 -3.78
H -1.00 -4.40 -2.95
H -0.61 -4.18 -4.69
H -1.99 -3.29 -3.94
C 1.78 -2.94 -3.95
H 2.50 -2.11 -3.98
H 1.64 -3.35 -4.96
H 2.14 -3.72 -3.28
Hg 1.87 -0.42 2.84
C -0.48 1.27 -1.27
C -1.88 0.86 -1.33
C -2.22 -0.49 -1.66
C -2.02 -1.54 -0.50
C -0.94 -2.45 -0.79
C 0.25 -2.13 -1.59
C 1.10 -0.87 -1.15
C 0.46 0.31 -0.43
C 0.99 -2.38 2.89
H -0.44 2.24 -0.75
H -2.65 1.61 -1.11
H -1.52 -0.75 -2.47
H -3.24 -0.59 -2.09
H -1.88 -1.03 0.48
H -2.97 -2.10 -0.39
H -0.97 -3.45 -0.35
H 0.92 -2.99 -1.39
H 1.67 -0.49 -2.01
H 1.87 -1.26 -0.46
H -0.07 -0.02 0.48
H 1.29 0.94 -0.06
H 1.66 -3.06 3.45
H 0.84 -2.75 1.87
H 0.03 -2.27 3.42
O -0.47 0.64 4.25
C 0.49 1.19 4.84
O 1.74 1.23 4.45
C 0.22 1.87 6.16
C -1.09 1.91 6.68
C -1.35 2.47 7.93
C -0.31 3.04 8.68
C 1.00 3.00 8.17
C 1.26 2.43 6.92
H -1.89 1.47 6.09
H -2.37 2.46 8.32
H -0.52 3.50 9.65
H 1.82 3.42 8.75
H 2.28 2.40 6.53
*
```


No. 6
The following is a quantum chemistry calculation of a cluster of 2 separate species, C2H10N2 in total at a distorted geometry, from OMol25.

Properties
* SMILES: CCN.N
* gap between HOMO and LUMO: 0.385 hartree
* E_HOMO: -0.3505 Eh

Structure (ORCA input):
```
! RIJCOSX wB97M-V def2-TZVPD def2/J DEFGRID3
* xyz 0 1
N 1.30 -2.50 0.20
H 1.45 -1.71 -0.43
H 2.22 -2.59 0.62
H 0.69 -1.97 0.82
C -0.99 0.46 -1.22
C -0.29 1.39 -0.24
N -0.23 1.05 1.20
H -0.69 -0.58 -1.09
H -0.86 0.88 -2.21
H -2.07 0.54 -1.08
H -0.53 2.45 -0.24
H 0.76 1.36 -0.57
H -1.17 0.99 1.55
H 0.23 0.16 1.33
*
```


No. 7
The following is a quantum chemistry calculation of an isolated molecule of C19H22ClN3O2, from OMol25.

Properties
* SMILES: COc1ccccc1N1CCN(C(=O)NCc2ccc(Cl)cc2)CC1
* gap between HOMO and LUMO: 0.309 hartree
* E_HOMO: -0.2854 Eh

Structure (ORCA input):
```
! RIJCOSX wB97M-V def2-TZVPD def2/J DEFGRID3
* xyz 0 1
C -5.02 -0.57 -1.80
H -5.92 -0.53 -1.18
O -3.86 -0.32 -1.05
C -3.77 0.88 -0.38
C -4.72 1.88 -0.45
C -4.58 3.05 0.28
C -3.48 3.22 1.10
C -2.52 2.23 1.17
C -2.63 1.05 0.44
N -1.71 0.01 0.56
C -1.04 -0.46 -0.63
C -0.58 -1.91 -0.41
N 0.30 -1.98 0.73
C 1.66 -1.86 0.67
O 2.33 -1.46 1.61
N 2.24 -2.24 -0.52
H 1.78 -2.96 -1.05
C 3.69 -2.23 -0.59
C 4.21 -0.82 -0.47
C 3.60 0.20 -1.18
C 4.06 1.50 -1.08
C 5.14 1.78 -0.26
C 5.76 0.77 0.46
C 5.29 -0.52 0.35
H 5.76 -1.31 0.93
H 6.60 1.00 1.10
Cl 5.72 3.40 -0.14
H 3.58 2.30 -1.64
H 2.76 -0.02 -1.82
H 3.98 -2.65 -1.55
H 4.12 -2.85 0.21
C -0.35 -1.46 1.92
H 0.36 -1.51 2.74
C -0.82 -0.02 1.71
H -1.36 0.31 2.59
H 0.07 0.62 1.56
H -1.22 -2.10 2.14
H -0.09 -2.28 -1.31
H -1.46 -2.53 -0.20
H -1.72 -0.42 -1.48
H -0.15 0.16 -0.85
H -1.65 2.39 1.79
H -3.37 4.13 1.67
H -5.34 3.81 0.21
H -5.59 1.76 -1.08
H -4.90 -1.58 -2.19
H -5.13 0.13 -2.63
*
```


Let's list energy relative to the best compared isomer or geometry (same formula, charge and spin) in order: 1.694; 4.570; 2.157; 1.586; 2.216; 0.374; 2.110 eV.
Let's list electronic energy in order: -3127.98459; -3109.11598; -282.83794; -363.72880; -1846.19782; -191.68364; -1512.17149 hartree.